DFT (ωB97M-V/def2-TZVPD) results for 2 unconnected molecules or ions with the total composition C4H10O6 at a distorted geometry.

The calculation puts the energy above the lowest of the compared OMol25 structures with the same formula, charge and spin at 244.1 kcal per mole. The highest occupied orbital energy (alpha / beta) is -0.36798 / -0.36795 Ha. The largest force on an atom comes out at 3.50 eV Å⁻¹. The calculation puts the HOMO-LUMO gap (alpha / beta) at 0.2918 / 0.2918 hartree. Its charge is 0.

Atoms and positions in Å:
C  0.0100  -2.6884  -0.2643
C  0.0270  -1.2439  0.1576
O  -1.3003  -0.7030  0.2521
C  -1.2013  0.6839  0.5463
C  -2.6571  1.1378  0.4990
O  -3.1231  0.8973  -0.8162
O  0.6602  -0.4544  -0.7459
O  2.4536  -1.1125  -0.7158
O  2.7987  -0.9140  0.4471
O  3.0820  0.6413  0.6847
H  -0.3949  -2.7245  -1.2672
H  1.0586  -3.0130  -0.2746
H  -0.5676  -3.2978  0.4222
H  0.5315  -1.1631  1.1440
H  -0.8057  0.8308  1.5634
H  -0.6108  1.2256  -0.1912
H  -3.2473  0.5528  1.2114
H  -2.6547  2.2065  0.7269
H  -3.9884  1.3461  -0.9054
H  3.5294  0.8132  -0.1740

---

DFT (ωB97M-V/def2-TZVPD) results for 2 unconnected molecules or ions with the total composition C4H10OS.

The calculation puts the energy above the lowest of the compared OMol25 structures with the same formula, charge and spin at 18.1 kcal per mole. The highest occupied orbital energy (alpha / beta) is 0.03808 / -0.20928 Ha. The largest force on an atom comes out at 0.60 eV Å⁻¹. The calculation puts the HOMO-LUMO gap (alpha / beta) at 0.0856 / 0.3333 hartree. As for the spin multiplicity: 2. Its charge is -1.

Atoms and positions in Å:
C  1.7216  -2.5673  1.2379
C  1.9036  -1.0731  1.5253
S  2.2000  -0.0382  0.0665
H  2.2211  -2.8760  0.3267
H  0.6687  -2.8218  1.1596
H  2.1595  -3.1695  2.0418
H  1.0210  -0.7196  2.0585
H  2.7131  -0.9291  2.2408
H  1.1569  -0.5155  -0.6378
C  -2.9423  2.7539  -1.2928
C  -1.9945  1.8461  -1.1060
O  -1.6123  0.9156  -2.0236
H  -3.2194  3.4307  -0.4996
H  -3.4795  2.7578  -2.2337
H  -1.4983  1.7282  -0.1492
H  -1.0195  1.2779  -2.7143

---

DFT (ωB97M-V/def2-TZVPD) results for a single C4H10OS molecule at a distorted geometry.

The calculation puts the energy above the lowest of the compared OMol25 structures with the same formula, charge and spin at 49.2 kcal per mole. The highest occupied orbital energy is -0.31335 Ha. The largest force on an atom comes out at 6.32 eV Å⁻¹. The calculation puts the HOMO-LUMO gap at 0.3443 hartree. Its charge is 0.

Atoms and positions in Å:
C  -0.6369  -1.2419  -0.2255
C  0.1939  0.0184  -0.0298
C  0.2447  0.2332  1.4856
C  -0.5060  1.1558  -0.8058
O  1.5875  -0.1889  -0.3806
S  1.9237  -0.5986  -1.9434
H  -0.4670  -1.4377  -1.2641
H  -0.2457  -1.9679  0.3462
H  -1.6324  -1.1345  0.2022
H  0.4146  1.4015  1.7220
H  1.1522  -0.2663  2.0134
H  -0.6250  -0.0425  2.0899
H  0.2396  2.0518  -1.0446
H  -0.8706  0.8249  -1.7714
H  -1.1418  1.6373  -0.2268
H  3.2191  -0.0261  -1.7994